# 1
Molecular formula: C23H28N4O6
Method: DFT, ωB97M-V/def2-TZVPD

Each line ends with the Löwdin charge.
Atoms and positions in Å:
C -7.83204 -1.02626 -1.54639  -0.045
O -6.42199 -0.87113 -1.59944  -0.043
C -5.77930 -0.98251 -0.42845  -0.456
O -6.34058 -1.21139 0.61441  0.118
C -4.31179 -0.80110 -0.56399  -0.108
C -3.69628 -0.65173 -1.80285  -0.004
C -2.32257 -0.50241 -1.86898  -0.045
C -1.56078 -0.48876 -0.71351  -0.014
C -2.17507 -0.63348 0.52880  -0.205
N -1.40554 -0.55807 1.71660  -0.002
C -1.67141 0.59597 2.55726  -0.027
C -1.35109 1.92210 1.86085  -0.463
O -2.08792 2.88270 1.94353  0.067
N -0.19581 1.91305 1.17773  0.131
C 0.30237 3.06657 0.46295  -0.297
C 1.76060 3.34489 0.82856  -0.133
C 2.55442 2.33079 -0.00158  -0.186
C 1.68767 2.02790 -1.24012  -0.185
C 0.37711 2.80175 -1.04385  -0.129
C -0.39760 -1.40213 2.05608  -0.450
O 0.33206 -1.17791 3.00327  0.072
C -0.28231 -2.68824 1.25170  -0.075
C 1.17301 -3.14569 1.25624  -0.091
C 2.05161 -2.13138 0.54806  -0.429
O 1.62945 -1.13535 0.00244  0.074
N 3.37143 -2.47097 0.58341  0.162
C 4.42124 -1.77413 0.02229  -0.298
C 4.40280 -0.65613 -0.84999  0.056
C 5.72605 -0.41303 -1.08132  -0.307
C 6.41731 0.61536 -1.89406  0.003
O 6.46756 -1.31109 -0.41248  0.005
N 5.65434 -2.15384 0.26933  0.100
C -3.54989 -0.79040 0.60013  0.077
H -8.09130 -1.99671 -1.11791  0.098
H -8.18535 -0.95246 -2.57162  0.093
H -8.27622 -0.24189 -0.93012  0.099
H -4.29492 -0.65518 -2.69940  0.117
H -1.83904 -0.38576 -2.82744  0.110
H -0.48814 -0.37607 -0.76372  0.095
H -2.72133 0.61733 2.85892  0.132
H -1.04187 0.50100 3.44749  0.135
H 0.37559 1.08178 1.16185  0.136
H -0.37044 3.89095 0.71065  0.146
H 1.94092 3.24202 1.89727  0.116
H 2.01254 4.36344 0.53260  0.115
H 3.53418 2.72125 -0.27456  0.103
H 2.71325 1.41880 0.57434  0.091
H 1.48889 0.95890 -1.30188  0.070
H 2.18353 2.32982 -2.16256  0.104
H -0.49373 2.25217 -1.39838  0.103
H 0.41476 3.75729 -1.56726  0.114
H -0.64129 -2.55706 0.23370  0.108
H -0.90734 -3.43606 1.74592  0.137
H 1.51591 -3.23237 2.28985  0.127
H 1.27799 -4.11586 0.76666  0.129
H 3.65943 -3.27515 1.12360  0.159
H 3.54984 -0.13997 -1.22818  0.089
H 5.68508 1.22397 -2.41510  0.085
H 7.07815 0.14025 -2.61677  0.089
H 7.02556 1.25139 -1.25275  0.091
H -4.05171 -0.90973 1.54817  0.134

Forces on the atoms, in the same order (eV/Å):
-0.39 -0.09 0.20
0.39 0.07 -0.14
-0.25 -0.08 0.17
0.03 0.05 -0.09
0.27 0.06 -0.06
-0.13 -0.02 0.13
0.05 -0.02 -0.02
-0.13 0.08 0.06
-0.18 -0.15 -0.53
-0.18 0.32 0.25
-0.04 0.26 0.31
-0.17 -0.46 0.20
-0.23 0.21 0.12
0.51 -0.09 -0.21
-0.13 0.44 -0.08
-0.07 -0.01 0.03
0.11 0.03 0.03
0.03 -0.03 -0.14
-0.08 0.06 0.07
-0.15 -0.38 -0.20
0.26 -0.07 0.15
0.45 0.02 0.05
-0.40 0.20 0.02
0.17 -0.58 0.34
-0.12 0.33 -0.19
0.26 -0.31 0.19
0.89 0.52 -0.42
0.53 0.02 -0.04
-0.79 -0.14 0.10
0.16 -0.18 0.16
0.27 0.65 -0.51
-0.86 -0.79 0.68
-0.01 -0.03 -0.11
-0.01 0.09 -0.06
0.04 0.00 0.05
0.01 -0.07 -0.06
-0.04 0.00 -0.07
0.04 0.00 -0.08
0.10 0.02 0.03
0.13 0.06 -0.07
-0.15 0.05 -0.13
-0.10 -0.15 0.13
0.12 -0.11 -0.04
-0.01 0.09 0.05
0.00 0.06 0.00
0.07 -0.07 0.05
0.09 -0.05 0.01
0.04 -0.06 -0.07
0.00 -0.07 -0.05
-0.07 0.06 -0.03
-0.02 0.05 -0.03
-0.01 -0.10 0.10
-0.03 0.03 -0.03
0.05 -0.06 -0.07
0.04 0.01 0.01
-0.17 0.04 -0.02
-0.17 0.18 -0.11
-0.02 0.03 -0.03
0.02 0.02 -0.09
0.03 0.08 -0.01
-0.03 -0.01 0.11

Summary:
DFT total energy	-1563.76466	hartree
frontier orbital gap	9.481	eV
ΔE to the lowest compared entry with this formula, charge and spin	0.0	kcal/mol
HOMO	-9.1	eV
lowest unoccupied orbital energy	0.35	eV

# 2
Molecular formula: C16H24BF4N8OV
Method: DFT, ωB97M-V/def2-TZVPD

Each line ends with the Mulliken spin population.
Atoms and positions in Å:
O -0.76107 2.09403 -1.68790  -0.314
V -1.06152 0.68361 -2.30711  1.294
B 0.21919 -0.41797 -0.20146  -0.018
F 0.65305 -1.54001 0.46865  -0.002
F -1.15740 -0.35755 -0.33512  0.002
F 0.70398 0.73038 0.41977  0.009
F 0.73901 -0.41139 -1.54290  -0.007
C 1.51830 3.49757 1.36694  0.000
C 2.57981 4.47252 1.22996  0.000
N 3.43837 5.22720 1.14632  0.000
H 1.04857 3.68756 2.33705  0.000
H 2.01139 2.54063 1.55451  0.000
H 0.80799 3.42941 0.55333  0.000
C 0.27477 -0.39789 -6.49051  -0.001
C 0.27789 0.18114 -5.14976  0.000
N 0.28029 0.63608 -4.09333  0.018
H -0.15000 0.30438 -7.20415  0.000
H -0.46390 -1.20933 -6.45133  0.000
H 1.23520 -0.85186 -6.71469  0.000
C -5.77490 1.12834 -0.64392  0.001
C -4.38257 1.02641 -1.05549  0.012
N -3.27857 0.91790 -1.34722  0.004
H -5.83482 1.10404 0.44233  0.000
H -6.25665 0.22169 -1.01612  0.000
H -6.16646 2.02536 -1.11896  0.000
C -2.00257 2.28372 1.75854  0.001
C -1.35153 2.39052 3.06609  0.000
N -0.90789 2.52007 4.11656  0.000
H -1.26782 1.88737 1.06018  0.000
H -2.29330 3.28944 1.45804  0.000
H -2.85957 1.61956 1.85149  0.000
C 3.44098 -1.97825 -1.19505  0.000
C 3.67079 -0.63488 -0.71257  0.000
N 3.85850 0.40423 -0.26911  0.000
H 2.98124 -1.96249 -2.18398  0.000
H 2.75667 -2.52314 -0.54419  0.000
H 4.36951 -2.54532 -1.24421  0.000
C -0.66690 -0.97308 3.71222  0.000
C -2.10159 -0.96376 3.45762  0.000
N -3.24190 -0.96814 3.30662  0.000
H -0.33056 -1.99617 3.87851  0.000
H -0.31306 -0.30157 4.48555  0.000
H -0.21766 -0.71421 2.74688  0.000
C 3.28999 -0.04568 2.91221  0.000
C 2.69169 -0.29745 4.22948  0.000
N 2.21894 -0.50042 5.25740  0.000
H 3.91477 0.84276 2.95623  0.000
H 2.50332 0.09649 2.17509  0.000
H 3.88812 -0.92497 2.68076  0.000
C -0.38286 -3.99637 -1.67848  0.000
C -0.50757 -5.39352 -2.11286  0.000
N -0.65314 -6.46424 -2.47861  0.000
H 0.68226 -3.80077 -1.56114  0.000
H -0.93442 -3.70731 -0.78920  0.000
H -0.73439 -3.36468 -2.49894  0.000

Forces on the atoms, in the same order (eV/Å):
-0.61 -3.02 -1.96
1.97 2.85 3.86
3.17 -0.05 2.85
-0.55 0.15 -0.60
-1.64 0.22 -1.43
-0.66 -0.37 -0.38
-1.35 0.48 -1.65
0.52 -0.53 1.45
-0.01 0.29 -0.49
0.08 0.10 -0.02
-0.44 0.18 -0.30
-0.15 -0.14 -0.51
0.08 0.17 -0.11
-0.87 -0.45 0.72
0.29 0.01 -0.55
-1.59 -0.17 0.57
0.58 0.22 -0.14
0.17 -0.06 0.05
0.14 0.34 -0.27
0.55 -0.46 -0.38
0.30 -0.15 0.35
0.58 -0.17 -1.33
-0.04 0.33 0.03
-0.23 0.19 -0.07
-0.36 -0.02 0.30
0.47 0.12 0.39
-0.34 0.10 0.12
0.16 -0.11 -0.11
-0.15 -0.05 -0.12
-0.15 -0.07 -0.13
-0.02 0.00 -0.10
-0.20 -0.67 -0.31
0.06 -0.08 0.24
-0.03 0.31 -0.02
0.15 0.08 -0.03
0.05 0.19 0.17
0.05 0.13 -0.05
0.21 -0.44 -1.18
-0.30 0.07 0.75
0.19 0.12 -0.34
-0.10 0.03 0.37
-0.25 0.04 0.10
0.26 0.26 0.25
-0.21 -0.22 0.63
-0.08 0.19 0.07
0.06 -0.01 -0.25
0.08 -0.03 -0.07
0.06 -0.06 -0.09
0.10 0.14 -0.31
0.44 -0.01 -0.74
-0.46 1.01 0.64
0.04 -0.70 -0.27
-0.05 0.20 0.27
0.04 -0.45 0.18
0.00 -0.03 -0.02

Summary:
DFT total energy	-2505.55391	hartree
frontier orbital gap (alpha / beta)	5.927 / 6.370	eV
<S²>	0.8036
spin multiplicity	2
HOMO (alpha / beta)	-13.0 / -13.0	eV
net charge	+1
lowest unoccupied orbital energy (alpha / beta)	-7.10 / -6.66	eV

# 3
Molecular formula: C3H7NS
Method: DFT, ωB97M-V/def2-TZVPD

Each line ends with the Löwdin charge.
Atoms and positions in Å:
S 2.47859 0.53815 0.60515  0.210
H 1.90049 0.47070 1.83658  -0.276
C 0.15473 -0.64038 -0.44975  -0.265
C -0.24620 -1.43497 -1.48715  0.034
C -0.74917 1.34434 0.80095  0.122
N -0.82750 0.14481 0.21398  -0.008
H 1.31843 -0.37363 -0.09460  -0.197
H -1.30645 -1.49006 -1.71736  0.044
H 0.49265 -1.98417 -2.07653  0.060
H -1.63271 1.70799 1.34755  0.104
H 0.20250 1.86065 0.77011  0.036
H -1.78535 -0.14342 0.25109  0.136

Forces on the atoms, in the same order (eV/Å):
1.46 1.09 1.24
0.26 -0.07 -0.39
-0.64 -1.21 -1.92
0.32 1.37 1.77
0.49 -2.34 -0.92
-0.25 2.78 1.10
-1.35 -0.26 -0.16
0.06 -0.09 -0.50
-0.41 0.03 0.40
0.49 -0.25 -0.48
0.07 0.06 -0.02
-0.49 -1.12 -0.10

Summary:
DFT total energy	-571.29296	hartree
frontier orbital gap	5.748	eV
ΔE to the lowest compared entry with this formula, charge and spin	91.6	kcal/mol
HOMO	-7.0	eV
lowest unoccupied orbital energy	-1.27	eV

# 4
Molecular formula: C46H42N5OPtSSi
Method: DFT, ωB97M-V/def2-TZVPD

Each line ends with the Mulliken spin population.
Atoms and positions in Å:
Pt -0.05110 0.64481 0.48197  1.528
C 0.91788 -0.68717 -4.75217  0.014
C 0.39523 -1.26759 -3.44900  -0.003
N 1.45983 -1.78809 -2.58229  0.030
C 1.93632 -3.16459 -2.81426  -0.006
C 3.23764 -3.22685 -3.59887  0.002
C 2.05649 -1.05739 -1.66060  -0.020
S 1.51747 0.63077 -1.43474  0.921
N 3.05774 -1.54328 -0.95294  -0.007
C 3.71195 -0.64656 -0.19337  0.018
O 3.43246 0.57760 -0.17550  0.219
C 4.78851 -1.15210 0.68912  0.054
C 5.55284 -0.24819 1.42551  0.001
C 6.53040 -0.71415 2.28806  0.000
C 6.74342 -2.08068 2.42006  0.000
C 5.98623 -2.98280 1.68405  0.000
C 5.01109 -2.52207 0.81500  0.001
H 0.08149 -0.28432 -5.32332  -0.001
H 1.41607 -1.44194 -5.35975  0.001
H 1.61934 0.12626 -4.56074  0.000
H -0.29988 -2.08779 -3.62726  -0.001
H -0.16030 -0.51143 -2.89844  0.007
H 1.13539 -3.67664 -3.34561  0.000
H 2.05789 -3.63803 -1.84075  0.002
H 3.12807 -2.79241 -4.59151  0.000
H 3.53702 -4.26815 -3.71714  0.000
H 4.03158 -2.70318 -3.06950  0.000
H 5.38486 0.81370 1.30178  -0.001
H 7.13167 -0.01469 2.85311  0.000
H 7.50713 -2.44365 3.09518  0.000
H 6.16034 -4.04560 1.78554  0.000
H 4.41506 -3.20999 0.23162  0.000
N 2.07244 1.23737 2.20367  0.038
C 1.45517 2.08440 3.14363  -0.046
C 1.83993 2.17437 4.45433  0.001
C 1.20109 3.06365 5.34124  0.000
C 0.21985 3.89942 4.89641  0.004
C -0.20855 3.82940 3.55081  -0.002
C -1.18121 4.70333 3.01532  0.008
C -1.54101 4.59645 1.70516  0.015
C -1.00245 3.54846 0.94513  0.029
N -0.11157 2.69832 1.41128  0.115
C 0.36172 2.86728 2.68982  0.010
H 2.55082 1.73513 1.46133  0.005
H 2.73171 0.59899 2.62994  0.002
H 2.66711 1.57026 4.80692  0.000
H 1.52845 3.10705 6.37100  0.000
H -0.23440 4.62741 5.55571  0.000
H -1.62148 5.45891 3.65427  0.000
H -2.26903 5.25416 1.25280  0.001
H -1.34909 3.38434 -0.06543  -0.005
N -0.28026 -5.81855 4.12798  0.020
C -0.22298 -4.78977 3.62039  -0.007
C -0.15243 -3.50472 2.97850  0.042
C 1.08935 -2.97459 2.62928  -0.018
C 1.15445 -1.74101 2.00653  -0.001
C -0.01023 -1.03743 1.70137  0.532
C -1.24753 -1.57593 2.05954  -0.011
C -1.32178 -2.80172 2.70104  -0.003
H 1.99330 -3.52738 2.85000  0.003
H 2.12628 -1.34538 1.75305  0.030
H -2.17034 -1.06666 1.81181  0.038
H -2.28097 -3.22313 2.97014  0.003
C -1.67849 2.39487 -5.20388  0.003
C -0.87885 2.89196 -4.18438  0.013
C -1.00211 2.38051 -2.89973  0.037
C -1.91929 1.36856 -2.60110  0.049
C -2.70614 0.87522 -3.64663  0.025
C -2.59206 1.38499 -4.93309  0.004
Si -2.12701 0.71229 -0.84516  0.204
C -3.40952 1.79053 0.01533  0.051
C -3.58821 1.73437 1.40179  0.033
C -4.53056 2.52422 2.04162  0.005
C -5.31353 3.40199 1.30255  0.012
C -5.14742 3.48182 -0.07234  -0.005
C -4.20371 2.68390 -0.70816  0.033
C -2.80872 -1.03952 -0.94449  0.025
C -4.19087 -1.23920 -1.01158  0.007
C -4.72730 -2.51531 -1.12312  0.000
C -3.89010 -3.62108 -1.15775  0.005
C -2.51498 -3.44659 -1.07507  0.004
C -1.98635 -2.16897 -0.96711  -0.002
H -1.58818 2.79146 -6.20678  0.000
H -0.16080 3.67549 -4.39028  0.001
H -0.35904 2.77583 -2.11815  -0.014
H -3.41945 0.08100 -3.45425  0.002
H -3.21833 0.99441 -5.72520  0.000
H -2.97255 1.07237 2.00331  -0.052
H -4.65406 2.45812 3.11525  0.000
H -6.05140 4.02001 1.79744  0.001
H -5.75570 4.16335 -0.65317  -0.001
H -4.08362 2.76266 -1.78297  0.004
H -4.86174 -0.38779 -0.96928  0.002
H -5.80046 -2.64588 -1.17556  0.000
H -4.30781 -4.61634 -1.23583  0.000
H -1.85739 -4.30751 -1.07796  0.001
H -0.91071 -2.05802 -0.87050  -0.009

Forces on the atoms, in the same order (eV/Å):
-0.28 0.01 -0.10
-0.01 0.00 0.00
-0.04 -0.01 0.04
-0.06 -0.04 0.07
0.02 -0.01 0.00
0.00 0.00 -0.01
0.02 0.09 -0.05
0.08 0.02 0.12
0.04 0.02 0.00
-0.08 -0.08 0.08
0.02 0.03 -0.08
-0.03 0.01 0.00
0.01 0.01 0.00
0.00 0.01 0.00
0.00 -0.01 0.00
0.00 0.00 0.00
-0.01 0.00 0.01
-0.01 0.01 0.00
-0.01 0.00 0.00
0.00 0.00 0.00
0.00 -0.01 -0.01
-0.04 0.04 0.02
0.00 0.00 0.00
0.00 0.00 0.00
0.00 0.00 0.00
0.00 0.00 -0.01
0.00 0.00 0.00
0.00 0.00 0.01
0.00 0.00 0.00
0.00 0.00 0.00
0.00 0.00 0.00
0.00 0.00 0.00
0.09 0.13 0.14
-0.01 -0.08 -0.15
-0.05 -0.02 0.05
0.04 -0.02 0.00
-0.02 0.03 0.00
0.02 -0.03 -0.01
0.01 0.00 0.00
-0.01 0.03 -0.01
0.03 -0.03 -0.06
0.16 -0.07 0.03
0.00 0.08 0.03
-0.06 -0.03 -0.03
0.01 0.03 0.03
0.01 0.00 -0.01
0.00 0.00 0.00
-0.01 0.00 -0.01
0.00 0.00 0.01
0.00 -0.01 -0.01
0.02 0.02 -0.01
0.01 0.00 0.00
-0.02 0.00 0.01
-0.01 0.00 0.00
-0.02 -0.01 -0.01
0.03 -0.04 -0.01
0.10 -0.09 0.04
0.01 0.07 0.03
0.02 -0.02 0.02
-0.01 0.00 0.00
0.02 0.02 -0.04
-0.01 0.02 0.02
0.00 0.00 0.00
0.00 -0.01 0.00
0.00 0.00 0.00
-0.01 0.00 0.00
0.09 -0.01 0.03
-0.01 -0.04 0.03
0.01 -0.01 -0.01
-0.13 0.01 -0.15
0.01 -0.01 0.01
-0.03 -0.04 0.00
0.00 -0.01 0.00
0.00 0.00 0.00
0.00 0.01 0.00
0.03 0.02 -0.01
0.02 0.02 0.07
-0.01 0.01 0.00
0.00 -0.01 0.00
0.00 0.01 0.02
0.01 0.01 -0.01
0.02 -0.03 -0.12
0.00 0.00 0.00
0.00 0.00 0.00
-0.02 0.03 0.01
0.00 0.00 0.00
0.00 0.00 0.00
0.01 -0.04 0.00
0.00 0.00 0.00
0.00 0.00 0.00
0.00 0.00 0.00
-0.01 0.00 0.00
0.00 0.00 0.00
0.00 0.00 0.00
0.00 0.00 0.00
-0.01 0.00 -0.01
0.03 0.01 -0.03

Summary:
DFT total energy	-2933.85949	hartree
frontier orbital gap (alpha / beta)	6.470 / 6.013	eV
<S²>	6.0140
ΔE to the lowest compared entry with this formula, charge and spin	10.5	kcal/mol
spin multiplicity	5
HOMO (alpha / beta)	-9.3 / -11.1	eV
net charge	+1
lowest unoccupied orbital energy (alpha / beta)	-2.85 / -5.08	eV